(1)
# C4H5N

One molecule with the formula C4H5N in a non-equilibrium geometry (wB97M-V/def2-TZVPD, the Open Molecules 2025 dataset).

```
10
Properties=species:S:1:pos:R:3:mulliken_charge:R:1
C -0.6288 -0.1839 -0.6296 -0.281
C 0.1957 -0.4608 0.1888 0.826
C 1.9112 -0.2179 1.8423 -0.169
C -1.6711 0.2831 -1.5321 -1.379
N 1.1991 -1.0725 1.1698 -0.372
H 2.6651 -0.5041 2.6745 0.236
H 2.0565 0.8495 1.6176 0.233
H -1.9315 -0.3353 -2.2981 0.371
H -1.1825 1.1278 -1.9917 0.269
H -2.6138 0.5141 -1.0415 0.266
```

Values from the calculation:
HOMO level ... -9.4 eV
Kohn-Sham gap ... 0.37473 Eh
DFT total energy ... -5715.4792 eV
Max |F| ... 4.864 eV/A
Structure (SMILES) ... C=NC#CC
Energy relative to the best compared isomer or geometry (same formula, charge and spin) ... 3.367 eV
Spin multiplicity ... 1



(2)
# C40H34HoN5O3PSSe

C40H34HoN5O3PSSe as an isolated structure in a non-equilibrium geometry (wB97M-V/def2-TZVPD, the Open Molecules 2025 dataset).

```
86
Properties=species:S:1:pos:R:3:mulliken_charge:R:1
Ho -1.2066 -0.1211 0.3854 0.271
N -3.0703 0.4540 4.3828 0.214
C -2.2183 0.1297 5.4274 0.220
C -2.7359 0.0458 6.7359 -0.572
C -1.8911 -0.0293 7.8195 -0.739
C -0.4732 0.1407 7.6286 -0.603
C 0.0232 0.3087 6.3511 -0.838
C -0.8057 0.1612 5.2530 0.887
S -0.0704 0.1640 3.7469 -0.010
N -1.4206 0.1934 2.7250 -0.214
C -2.6388 0.5250 3.1146 0.746
C -3.5657 1.1036 2.1799 0.454
C -4.6579 1.8237 2.6217 -0.809
C -5.2627 2.7878 1.8260 -0.614
C -4.6323 2.9874 0.5459 -0.875
C -3.6442 2.1770 0.0804 -0.097
N -3.1644 1.1651 0.8551 0.394
H -4.0466 0.6628 4.5342 0.047
H -3.8213 0.0899 6.8168 0.372
H -2.2620 -0.0832 8.7897 0.463
H 0.2408 0.2089 8.4468 0.389
H 1.0831 0.4716 6.1545 0.425
H -5.1251 1.6025 3.6146 0.272
H -6.1083 3.3511 2.2312 0.447
H -5.0947 3.6366 -0.2042 0.429
H -3.0662 2.3249 -0.8283 0.496
C -3.3361 -2.2213 -3.6248 -1.470
C -2.9863 -0.7427 -3.3459 1.491
C -2.0497 -0.3329 -4.4709 -1.577
O -4.0920 0.0968 -3.2739 -0.605
C -2.2360 -0.5704 -1.9291 0.560
O -2.6328 -1.2083 -0.9432 -0.646
O -1.2295 0.2500 -1.7576 -0.376
H -3.7244 -2.3681 -4.6392 0.439
H -4.0417 -2.6002 -2.8458 0.309
H -2.4017 -2.8434 -3.3890 0.280
H -2.4616 -0.5753 -5.4795 0.482
H -1.0864 -0.8615 -4.3405 0.323
H -2.0031 0.7362 -4.3897 0.381
H -4.5761 0.0932 -4.1135 0.376
C 2.9066 0.6983 -5.7881 -0.434
C 1.6916 0.9802 -5.1836 -0.650
C 1.6661 1.0903 -3.7999 -0.659
C 2.7199 0.4937 -3.0191 0.308
C 3.9137 0.1642 -3.7289 -0.486
C 4.0106 0.3927 -5.0778 -0.844
P 2.5911 0.3587 -1.2289 0.643
C 4.3475 0.4150 -0.7118 0.319
C 4.7290 -0.5279 0.2696 -0.672
C 5.9808 -0.5238 0.8004 -0.594
C 6.9930 0.2370 0.1831 -0.362
C 6.6920 1.0999 -0.8986 -1.008
C 5.4021 1.1201 -1.3910 -0.203
C 1.9687 1.8448 -0.6512 -0.147
C 2.7380 3.0089 -0.5292 -0.550
C 2.1550 4.1392 0.1265 -0.585
C 0.8102 4.1965 0.5006 -1.274
C 0.0921 3.0439 0.2834 -0.165
C 0.6140 1.8354 -0.2012 0.638
H 2.9781 0.7494 -6.8862 0.343
H 0.7773 1.0850 -5.7651 0.432
H 0.7953 1.6202 -3.4079 0.353
H 4.7195 -0.2349 -3.1698 0.883
H 5.0141 0.3077 -5.4662 0.394
H 3.9872 -1.2801 0.5169 0.325
H 6.2814 -1.2093 1.5985 0.376
H 7.9705 0.1820 0.6223 0.384
H 7.4649 1.6948 -1.3091 0.453
H 5.1675 1.6473 -2.2882 0.678
H 3.6833 3.1213 -0.9932 0.484
H 2.8577 4.9355 0.3353 0.365
H 0.2944 5.0440 0.8443 0.527
H -0.9807 3.1016 0.3918 0.196
Se -1.8903 -2.7038 2.6743 0.388
N -0.7935 -2.2895 1.2420 -0.255
C -0.3975 -3.3336 0.5578 0.975
C 0.3224 -3.3862 -0.6741 -0.440
C 0.4637 -4.6634 -1.1848 -0.339
C 0.0246 -5.8627 -0.6274 -0.605
C -0.6287 -5.8738 0.5523 -0.630
C -0.8523 -4.5857 1.2010 0.505
N -1.7976 -4.4789 2.1660 -0.705
H 0.8642 -2.5319 -1.1403 0.388
H 1.0390 -4.8444 -2.1201 0.374
H 0.2809 -6.7222 -1.3277 0.292
H -1.1749 -6.6890 1.0115 0.463
```

Values from the calculation:
HOMO level (spin up / spin down) ... -9.3 / -9.3 eV
Kohn-Sham gap (spin up / spin down) ... 0.17966 / 0.17977 Eh
DFT total energy ... -166885.2666 eV
Max |F| ... 3.554 eV/A
Charge ... +1
Energy relative to the best compared isomer or geometry (same formula, charge and spin) ... 2.206 eV
Spin multiplicity ... 5



(3)
# C3H6N2O3P

An isolated ion of composition C3H6N2O3P and charge -1 in a non-equilibrium geometry (wB97M-V/def2-TZVPD, the Open Molecules 2025 dataset).

```
15
Properties=species:S:1:pos:R:3:mulliken_charge:R:1
C 0.3207 0.1638 0.7504 -0.325
C 0.2693 -1.4289 -0.9432 -0.681
C -1.2688 -1.8991 -1.1636 -0.126
N 0.3322 -0.2216 -0.4694 0.302
N -1.9960 -2.5069 -0.4283 -0.695
O 2.1445 1.8360 1.6774 -0.730
O 0.5063 2.4575 -0.2796 -0.775
O -0.2943 2.5559 2.0890 -0.559
P 0.8229 1.8808 1.0046 0.941
H 0.4865 -2.1310 -0.1093 0.280
H 0.8506 -1.7262 -1.9298 0.278
H -1.7054 -1.5031 -2.1767 0.291
H 0.2357 -0.5812 1.5041 0.343
H 0.3444 0.5557 -1.0095 0.153
H -1.0485 2.5483 1.4839 0.304
```

Values from the calculation:
HOMO level (spin up / spin down) ... -3.0 / -3.0 eV
Kohn-Sham gap (spin up / spin down) ... 0.22008 / 0.22018 Eh
DFT total energy ... -21620.1884 eV
Max |F| ... 7.415 eV/A
Charge ... -1
Energy relative to the best compared isomer or geometry (same formula, charge and spin) ... 2.893 eV
Spin multiplicity ... 1



(4)
# C3HN2O3

An isolated ion of composition C3HN2O3 and charge -1 in a non-equilibrium geometry (wB97M-V/def2-TZVPD, the Open Molecules 2025 dataset).

```
9
Properties=species:S:1:pos:R:3:mulliken_charge:R:1
C 0.1910 -1.1777 -0.0130 0.529
C -1.1877 -0.7960 -0.4136 -0.373
C 0.1042 1.1478 -0.0115 0.400
N 0.9100 0.0225 -0.0490 -0.045
N -1.2259 0.6934 -0.3183 -0.195
O 0.6797 -2.2842 0.1404 -0.637
O 0.4763 2.3159 0.0914 -0.613
O -1.8352 -0.1692 0.6838 -0.260
H 1.8877 0.2475 -0.1102 0.195
```

Values from the calculation:
HOMO level ... -3.2 eV
Kohn-Sham gap ... 0.26286 Eh
DFT total energy ... -12247.6414 eV
Max |F| ... 1.731 eV/A
Charge ... -1
Structure (SMILES) ... O=c1[nH]c([O-])c2n1O2
Energy relative to the best compared isomer or geometry (same formula, charge and spin) ... 4.388 eV
Spin multiplicity ... 1